Record 1
{"formula": "C48H37BrLiNP2SSi", "method": "the ωB97M-V functional and the def2-TZVPD basis", "species": ["Li", "C", "Si", "C", "C", "C", "C", "C", "C", "P", "C", "C", "C", "C", "C", "C", "C", "C", "C", "C", "C", "C", "C", "C", "C", "C", "C", "C", "P", "C", "C", "C", "C", "C", "C", "C", "C", "C", "C", "C", "C", "H", "H", "H", "H", "H", "H", "H", "H", "H", "H", "H", "H", "H", "H", "H", "H", "H", "H", "H", "H", "H", "H", "H", "H", "H", "H", "H", "H", "H", "H", "H", "Br", "C", "C", "C", "C", "C", "C", "C", "C", "C", "C", "H", "H", "H", "H", "H", "H", "S", "C", "N"], "xyz": [[-0.325751, 1.458821, 0.247943], [-1.732412, -0.671249, 3.237590], [-0.696805, -1.062569, 1.643234], [0.816730, -1.936697, 2.533869], [0.714623, -3.023128, 3.417263], [1.819579, -3.555235, 4.060267], [3.080054, -2.997340, 3.858840], [3.216829, -1.912735, 3.011609], [2.107036, -1.394411, 2.339029], [2.178234, 0.056739, 1.197149], [3.723128, -0.206147, 0.239520], [4.224461, -1.471932, -0.058903], [5.257418, -1.634675, -0.976513], [5.780320, -0.538083, -1.643886], [5.261467, 0.726218, -1.386387], [4.247754, 0.887925, -0.456853], [2.731193, 1.344912, 2.410691], [4.051349, 1.643250, 2.742487], [4.343734, 2.631063, 3.674055], [3.318211, 3.332986, 4.295898], [1.998417, 3.039369, 3.981063], [1.709664, 2.055169, 3.046262], [-1.838033, -2.524445, 1.048833], [-1.663857, -3.908538, 1.100391], [-2.643642, -4.786124, 0.642077], [-3.830590, -4.298982, 0.118131], [-4.016647, -2.923300, 0.007070], [-3.031005, -2.048228, 0.442016], [-3.019715, -0.217232, 0.139670], [-2.501233, -0.190839, -1.633010], [-2.282921, -1.308791, -2.431742], [-1.897391, -1.162552, -3.758018], [-1.718399, 0.100910, -4.305096], [-1.929990, 1.223115, -3.518249], [-2.315553, 1.073776, -2.193896], [-4.850262, 0.070058, -0.128130], [-5.448218, 0.595989, -1.268331], [-6.801599, 0.926244, -1.284634], [-7.584953, 0.747259, -0.157085], [-7.002810, 0.226728, 0.995201], [-5.656993, -0.094768, 1.007055], [-1.998453, -1.579801, 3.790607], [-2.662407, -0.165991, 2.959910], [-1.198544, 0.003233, 3.913755], [-0.264041, -3.450018, 3.613828], [1.705626, -4.402487, 4.728970], [3.946012, -3.405953, 4.368036], [4.194112, -1.463079, 2.867028], [3.808200, -2.341174, 0.435827], [5.653204, -2.625797, -1.166800], [6.576498, -0.665623, -2.367723], [5.643130, 1.590412, -1.916742], [3.847296, 1.878304, -0.266819], [4.861979, 1.112100, 2.256102], [5.377361, 2.851628, 3.916352], [3.547512, 4.113710, 5.011588], [1.187190, 3.581329, 4.451039], [0.673692, 1.853056, 2.790217], [-0.739737, -4.315189, 1.498442], [-2.478965, -5.857808, 0.695360], [-4.596376, -4.981298, -0.233763], [-4.922667, -2.535972, -0.446981], [-2.402054, -2.301895, -2.016176], [-1.720881, -2.043715, -4.364361], [-1.390676, 0.208986, -5.331930], [-1.770689, 2.213913, -3.925956], [-2.472390, 1.954968, -1.577933], [-4.862211, 0.735336, -2.168198], [-7.241491, 1.326929, -2.190983], [-8.634056, 1.018243, -0.167557], [-7.596203, 0.089533, 1.891468], [-5.209074, -0.485939, 1.915153], [0.760842, 4.184154, -0.816142], [1.440992, 3.410333, -2.409515], [1.923908, 4.273003, -3.351450], [2.462428, 3.755373, -4.551644], [2.495872, 2.407364, -4.750093], [1.992834, 1.506266, -3.773989], [2.034547, 0.112857, -3.997406], [1.540925, -0.729808, -3.039786], [0.995481, -0.216360, -1.844875], [0.901087, 1.129864, -1.523215], [1.426277, 1.988078, -2.549421], [1.896479, 5.339563, -3.175075], [2.850493, 4.435297, -5.301804], [2.916680, 1.997938, -5.663722], [2.456877, -0.265005, -4.923649], [1.554253, -1.803544, -3.206332], [0.622623, -0.947496, -1.124042], [-3.211310, 3.709957, 3.276279], [-2.210451, 3.010603, 2.156715], [-1.503156, 2.519090, 1.370927]], "atomic_forces_ev_per_a": [[0.2, -0.3, -0.1], [0.0, 0.0, 0.0], [-0.1, -0.2, 0.4], [0.3, 0.0, -0.2], [0.0, 0.1, 0.0], [0.0, 0.0, 0.0], [0.0, 0.0, 0.0], [0.0, 0.0, 0.0], [-0.4, -0.1, -0.1], [0.6, 0.2, 0.4], [-0.2, -0.1, -0.1], [0.1, 0.0, 0.0], [0.0, 0.0, 0.0], [0.0, 0.0, 0.0], [0.0, 0.0, 0.1], [0.1, 0.1, 0.0], [-0.1, -0.1, 0.0], [0.1, 0.0, 0.0], [0.0, 0.0, 0.0], [0.0, 0.0, 0.0], [0.0, 0.0, 0.0], [0.0, 0.0, -0.1], [-0.2, 0.2, -0.2], [0.0, 0.0, 0.0], [0.0, 0.0, 0.0], [0.0, 0.0, 0.0], [0.0, 0.0, 0.0], [0.4, 0.0, 0.1], [-0.9, -0.3, -0.6], [0.0, 0.2, 0.1], [0.0, 0.0, 0.0], [0.0, 0.0, 0.0], [0.0, 0.0, 0.0], [0.0, 0.0, 0.0], [0.0, 0.0, 0.0], [0.1, 0.0, 0.4], [0.0, -0.1, -0.1], [0.0, 0.0, 0.0], [0.0, 0.0, 0.0], [0.0, 0.0, 0.0], [0.0, -0.1, 0.0], [0.0, 0.0, 0.0], [0.0, 0.0, 0.0], [0.0, 0.0, 0.0], [0.0, 0.0, 0.0], [0.0, 0.0, 0.0], [0.0, 0.0, 0.0], [0.0, 0.0, 0.0], [0.0, 0.0, 0.0], [0.0, 0.0, 0.0], [0.0, 0.0, 0.0], [0.0, 0.0, 0.0], [0.0, 0.0, -0.1], [0.0, 0.0, 0.0], [0.0, 0.0, 0.0], [0.0, 0.0, 0.0], [0.0, 0.0, 0.0], [0.0, 0.0, 0.0], [0.0, 0.0, 0.0], [0.0, 0.0, 0.0], [0.0, 0.0, 0.0], [0.0, 0.0, 0.0], [0.0, 0.0, 0.0], [0.0, 0.0, 0.0], [0.0, 0.0, 0.0], [0.0, 0.0, 0.0], [0.1, 0.0, 0.0], [0.0, 0.0, 0.0], [0.0, 0.0, 0.0], [0.0, 0.0, 0.0], [0.0, 0.0, 0.0], [0.0, 0.0, 0.0], [-0.1, 0.1, 0.2], [0.0, -0.1, 0.0], [0.0, -0.1, -0.1], [0.0, 0.0, 0.1], [0.0, 0.0, 0.0], [0.0, 0.0, 0.0], [0.0, 0.0, 0.0], [0.0, 0.0, 0.1], [0.0, 0.0, 0.0], [-0.1, 0.1, -0.5], [0.1, 0.1, 0.1], [0.0, 0.0, 0.0], [0.0, 0.0, 0.0], [0.0, 0.0, 0.0], [0.0, 0.0, 0.0], [0.0, 0.0, 0.0], [0.0, 0.0, 0.0], [0.2, -0.1, -0.2], [-0.2, 0.2, 0.2], [0.1, 0.1, 0.0]], "lowdin_charge": [0.34, -0.26, 0.57, -0.29, -0.12, -0.11, -0.11, -0.12, -0.37, 1.06, -0.37, -0.10, -0.11, -0.12, -0.09, -0.11, -0.33, -0.10, -0.11, -0.11, -0.08, -0.09, -0.30, -0.11, -0.12, -0.12, -0.11, -0.40, 1.04, -0.37, -0.07, -0.10, -0.10, -0.09, -0.13, -0.34, -0.09, -0.11, -0.12, -0.10, -0.11, 0.01, -0.01, 0.01, 0.09, 0.09, 0.09, 0.10, 0.10, 0.09, 0.09, 0.10, 0.11, 0.10, 0.09, 0.09, 0.10, 0.07, 0.08, 0.09, 0.08, 0.10, 0.10, 0.09, 0.09, 0.10, 0.11, 0.09, 0.09, 0.09, 0.09, 0.10, 0.74, -0.63, -0.18, -0.12, -0.07, -0.19, -0.08, -0.10, -0.22, -0.19, -0.27, 0.08, 0.08, 0.10, 0.09, 0.09, 0.05, 0.32, -1.03, -0.07], "charge": -2, "spin_multiplicity": 1, "gap_ev": 5.0, "de_lowest_kcal_mol": 0.0, "largest_force_ev_per_a": 1.12}

***

Record 2
{"formula": "C48H38Cl5IKN3O2PS2", "method": "the ωB97M-V functional and the def2-TZVPD basis", "species": ["K", "S", "C", "C", "C", "C", "C", "C", "N", "C", "C", "C", "C", "C", "C", "C", "H", "H", "H", "H", "H", "H", "H", "H", "Cl", "C", "C", "Cl", "C", "Cl", "C", "O", "C", "Cl", "C", "Cl", "I", "C", "C", "C", "C", "C", "C", "C", "C", "C", "P", "C", "C", "C", "C", "C", "C", "C", "C", "C", "C", "C", "C", "C", "H", "H", "H", "H", "H", "H", "H", "H", "H", "H", "H", "H", "H", "H", "H", "H", "C", "C", "S", "O", "C", "C", "H", "H", "H", "H", "H", "H", "H", "H", "H", "H", "N", "C", "C", "C", "N", "H", "H", "H", "H"], "xyz": [[-0.147429, 0.144950, 0.033490], [-3.415789, 0.759683, -3.924338], [-4.167948, 1.827491, -2.790734], [-5.125468, 2.821774, -2.980780], [-5.566437, 3.530099, -1.881678], [-5.074385, 3.250172, -0.598934], [-4.119097, 2.274473, -0.406925], [-3.648705, 1.565555, -1.517200], [-2.671132, 0.589225, -1.453236], [-2.486120, 0.034707, -2.612964], [-1.645909, -1.152354, -2.929034], [-2.203514, -2.046698, -3.851029], [-1.519173, -3.208047, -4.155869], [-0.290039, -3.434608, -3.542197], [0.227975, -2.504867, -2.651789], [-0.408550, -1.302697, -2.278329], [-5.523748, 3.032686, -3.964713], [-6.312298, 4.304481, -2.008998], [-5.453955, 3.801508, 0.252087], [-3.723448, 2.043412, 0.572278], [-3.170104, -1.869308, -4.310218], [-1.939170, -3.928566, -4.848186], [0.259320, -4.346590, -3.757305], [1.206785, -2.737261, -2.225116], [-5.747256, -2.056952, 4.476768], [-4.213997, -1.796971, 3.723580], [-3.735496, -0.507239, 3.519330], [-4.692849, 0.848911, 4.006143], [-2.503087, -0.303240, 2.922772], [-1.917139, 1.313014, 2.646611], [-1.674162, -1.371756, 2.488070], [-0.547532, -1.175551, 1.932246], [-2.202684, -2.673972, 2.707799], [-1.228522, -3.996426, 2.192605], [-3.429648, -2.873790, 3.310774], [-4.008384, -4.484404, 3.562481], [2.654331, -2.030720, 0.687381], [4.493728, -2.347996, -0.294768], [5.148808, -3.425289, 0.251432], [6.443533, -3.809197, -0.139777], [7.092929, -3.063130, -1.068542], [6.457555, -1.944949, -1.662316], [7.216183, -1.206279, -2.607000], [6.690064, -0.123515, -3.236451], [5.356191, 0.219818, -2.965595], [4.568896, -0.466318, -2.077189], [2.796876, 0.048885, -2.003121], [2.364174, 0.230165, -3.758135], [2.900750, -0.566417, -4.764163], [2.370321, -0.534524, -6.046517], [1.292721, 0.286727, -6.334959], [0.738932, 1.068745, -5.331218], [1.260680, 1.032243, -4.050274], [3.142593, 1.780244, -1.478684], [3.347978, 2.859243, -2.329104], [3.661685, 4.111304, -1.817570], [3.774463, 4.294247, -0.446942], [3.558557, 3.222897, 0.409729], [3.238955, 1.976327, -0.101651], [5.120041, -1.571478, -1.336124], [4.661950, -3.993241, 1.031592], [6.909407, -4.669756, 0.321374], [8.103127, -3.298753, -1.379153], [8.230202, -1.532730, -2.803709], [7.262370, 0.452156, -3.951961], [4.920170, 1.050328, -3.505505], [3.731604, -1.227950, -4.552260], [2.797920, -1.168681, -6.813144], [0.873206, 0.299536, -7.333232], [-0.127128, 1.687643, -5.532910], [0.784793, 1.592180, -3.254335], [3.253935, 2.723055, -3.399640], [3.820034, 4.942789, -2.493766], [4.026138, 5.270225, -0.048637], [3.620482, 3.352156, 1.482997], [3.047776, 1.163860, 0.591478], [-0.803416, 5.773399, 0.530746], [0.057862, 4.569751, 0.194683], [-0.881405, 3.276713, -0.626778], [0.129449, 2.247055, -1.041998], [-1.357463, 4.103332, -2.155113], [-0.207676, 4.728200, -2.921260], [-0.275429, 6.433358, 1.218702], [-1.736986, 5.473848, 1.009856], [-1.056245, 6.350901, -0.359292], [0.437393, 4.082564, 1.095436], [0.926094, 4.809497, -0.420767], [-2.167263, 4.798299, -1.923416], [-1.810667, 3.286347, -2.721733], [0.161914, 5.635335, -2.441182], [-0.530796, 4.988191, -3.929770], [0.621938, 4.025610, -2.998220], [1.210373, 0.260025, 3.523488], [1.162868, 0.322913, 4.861780], [2.040948, 1.313635, 5.251588], [2.563729, 1.795883, 4.041157], [2.049245, 1.158306, 2.999021], [0.620974, -0.322967, 2.908318], [0.514172, -0.330130, 5.420943], [2.263047, 1.631828, 6.254348], [3.292108, 2.575114, 3.882268]], "atomic_forces_ev_per_a": [[0.2, -0.2, -0.4], [-0.1, 0.1, -0.1], [-0.1, 0.1, 0.0], [0.0, 0.0, -0.1], [0.0, 0.1, 0.1], [0.0, 0.0, 0.0], [0.0, 0.0, -0.1], [0.2, 0.1, 0.2], [-0.1, -0.3, -0.2], [0.2, -0.3, 0.1], [-0.4, 0.6, 0.2], [0.2, -0.3, -0.2], [0.0, 0.0, 0.0], [0.0, 0.0, 0.0], [0.2, 0.1, 0.0], [-0.1, -0.4, -0.3], [0.0, 0.0, 0.0], [0.0, 0.0, 0.0], [0.0, 0.0, 0.0], [0.0, 0.0, 0.0], [0.0, 0.0, 0.0], [0.0, 0.0, 0.0], [0.0, 0.0, 0.0], [0.0, 0.0, 0.0], [0.0, 0.0, 0.0], [0.0, 0.0, 0.0], [0.0, 0.0, 0.0], [0.0, 0.0, 0.0], [-0.1, 0.1, 0.0], [0.0, -0.1, 0.0], [0.0, 0.0, 0.0], [0.1, -0.6, 0.9], [0.0, 0.0, 0.1], [0.0, 0.0, 0.0], [-0.1, -0.1, 0.0], [0.0, 0.0, 0.0], [0.0, 0.0, -0.1], [0.2, -0.1, 0.0], [0.0, 0.0, 0.0], [0.0, 0.1, 0.0], [-0.1, 0.0, 0.0], [0.3, -0.1, -0.1], [-0.1, 0.0, 0.1], [-0.1, 0.0, 0.0], [0.1, 0.0, 0.0], [0.0, -0.3, 0.0], [-0.1, 0.2, 0.3], [0.0, -0.1, -0.1], [0.0, 0.0, 0.0], [0.0, 0.0, 0.0], [0.0, 0.0, -0.1], [-0.1, 0.1, 0.0], [-0.1, 0.0, 0.0], [-0.1, -0.1, 0.1], [0.0, 0.0, 0.0], [0.0, 0.0, 0.0], [0.0, 0.1, 0.1], [0.0, 0.0, 0.0], [0.0, 0.1, 0.0], [-0.1, 0.1, 0.0], [0.0, 0.0, 0.0], [0.0, 0.0, 0.0], [0.0, 0.0, 0.0], [0.0, 0.0, 0.0], [0.0, 0.0, 0.0], [0.0, 0.0, 0.0], [0.0, 0.0, 0.0], [0.0, 0.0, 0.0], [0.0, 0.0, 0.0], [0.0, 0.0, 0.0], [0.0, 0.0, 0.0], [0.0, 0.0, 0.0], [0.0, 0.0, 0.0], [0.0, 0.0, 0.0], [0.0, 0.0, 0.0], [0.0, 0.0, 0.0], [0.0, 0.1, 0.0], [0.1, 0.1, 0.0], [0.1, -0.2, 0.0], [0.0, 1.1, -0.3], [-0.1, 0.0, -0.1], [0.0, 0.0, 0.0], [0.0, 0.0, 0.0], [0.0, 0.0, 0.0], [0.0, 0.0, 0.0], [0.0, -0.1, 0.0], [0.0, 0.0, -0.1], [0.0, 0.1, 0.1], [0.0, 0.0, 0.0], [0.0, 0.0, 0.0], [0.0, 0.0, 0.0], [0.0, 0.0, 0.0], [0.0, 0.0, -0.1], [0.0, 0.0, 0.1], [-0.1, -0.1, 0.0], [0.0, 0.1, 0.0], [0.0, 0.0, -0.1], [0.0, 0.0, 0.1], [0.0, 0.0, 0.0], [0.0, 0.0, 0.0], [0.0, 0.0, 0.0]], "lowdin_charge": [0.52, 1.08, -0.50, -0.11, -0.11, -0.09, -0.04, -0.35, 0.09, -0.50, -0.31, -0.11, -0.12, -0.12, -0.18, -0.14, 0.10, 0.09, 0.10, 0.08, 0.07, 0.09, 0.09, 0.04, 0.63, -0.73, -0.71, 0.65, -0.57, 0.71, -0.51, -0.34, -0.61, 0.70, -0.70, 0.65, 1.06, -0.58, -0.20, -0.09, -0.05, -0.17, -0.04, -0.07, -0.10, -0.29, 1.06, -0.38, -0.09, -0.09, -0.10, -0.08, -0.11, -0.36, -0.11, -0.10, -0.11, -0.08, -0.10, -0.17, 0.07, 0.10, 0.11, 0.11, 0.10, 0.10, 0.10, 0.10, 0.09, 0.10, 0.08, 0.10, 0.10, 0.10, 0.09, 0.05, -0.13, -0.38, 0.91, -0.65, -0.36, -0.11, 0.08, 0.08, 0.07, 0.09, 0.08, 0.09, 0.07, 0.07, 0.08, 0.06, -0.02, -0.12, -0.09, -0.19, 0.04, 0.07, 0.11, 0.08, 0.08], "charge": -1, "spin_multiplicity": 1, "gap_ev": 5.9, "de_lowest_kcal_mol": 9.0, "largest_force_ev_per_a": 1.18}